Entry from OMol25: a 14-piece molecular cluster, C6H41NO13S overall (the ωB97M-V functional and the def2-TZVPD basis).

The geometry in XYZ format:
```
62
Properties=species:S:1:pos:R:3:forces:R:3
C -0.669491 0.247153 0.369474 -0.30 -1.87 -0.03
N -2.031994 -0.263429 0.779376 0.90 1.87 -1.69
C -2.942784 0.774559 0.331491 -2.86 1.46 1.31
C -4.121797 0.320847 -0.532109 1.29 -0.35 -1.12
S -3.852988 0.089873 -2.355007 0.60 -0.01 -0.11
C -3.612148 1.498060 1.555700 0.42 -0.08 -0.18
C 0.192184 -1.023056 0.369942 1.48 2.12 -0.94
C 1.722728 -0.673936 0.372951 -1.16 -0.41 0.37
H -0.681003 0.620557 -0.658437 -0.39 -0.03 0.03
H -0.309217 1.087982 0.949985 0.01 -0.21 0.47
H -2.038953 -0.302490 1.800042 0.21 -0.01 -0.53
H -2.550870 1.681492 -0.146118 0.98 -0.70 -0.38
H -4.428121 -0.669700 -0.208883 -0.69 0.32 0.39
H -4.825479 1.141177 -0.583542 -0.64 -0.41 0.62
H -2.506687 0.171374 -2.457137 -0.26 -0.03 0.25
H -2.806551 1.887739 2.179971 -0.06 -0.16 0.25
H -4.180405 2.367020 1.217967 -0.11 -0.11 -0.04
H -4.287476 0.865034 2.139857 0.11 -0.10 -0.03
H 0.020587 -1.424539 -0.629627 -0.78 -1.03 0.61
H -0.131307 -1.571271 1.245500 0.06 -0.89 -0.34
H 2.093330 -1.075530 1.314339 0.70 0.78 0.13
H 2.309621 -1.126159 -0.414912 0.06 -0.30 -0.28
H 1.835293 0.389257 0.163868 0.39 0.06 0.68
H 1.187962 2.997313 -1.915578 0.53 -0.14 -0.53
H 1.339740 1.563577 -1.788966 0.48 -0.48 -0.24
O 1.904512 2.348926 -1.788396 -0.84 0.45 -0.01
H -2.574826 -0.677448 3.537512 -0.01 0.05 0.33
H -1.158679 -0.507889 4.117330 0.08 0.23 0.28
O -1.696210 -1.069204 3.555776 -0.18 -0.35 -0.15
H 3.994516 2.328461 0.518812 -0.42 -0.22 -0.02
H 2.701008 3.200839 0.709466 0.01 -0.40 0.62
O 3.568051 3.167127 0.321635 0.91 0.78 -0.09
H 1.613900 -2.843803 -0.332737 -0.12 -0.17 0.03
H 1.113115 -4.060363 0.438165 -0.15 -0.10 -0.09
O 1.513012 -3.802975 -0.398946 0.40 0.06 0.31
H 1.155192 -4.247978 -2.297918 -0.48 0.09 0.67
H -0.075273 -3.349424 -2.702039 -0.30 -0.05 0.61
O 0.661286 -3.861147 -3.020573 0.71 0.02 -1.44
H 4.495952 -0.051765 -1.658857 -0.09 -0.06 0.04
H 4.474505 1.473667 -1.753740 -0.18 0.30 -0.14
O 4.209181 0.743317 -1.194255 0.25 -0.44 0.21
H 1.868807 -0.767668 -3.523722 0.11 -0.17 0.13
H 1.109456 -1.170900 -2.221854 0.32 -0.36 -0.13
O 1.186543 -0.505099 -2.904008 -0.60 0.74 -0.06
H 1.986023 -1.235560 4.002087 0.02 0.16 0.34
H 0.821638 -1.207252 3.072266 -0.34 -0.02 0.10
O 1.061388 -0.962432 3.975521 0.31 -0.05 -0.48
H 0.216176 1.252769 3.143400 0.20 0.19 0.07
H -0.243189 2.736672 3.156619 0.27 0.01 -0.13
O -0.545900 1.831364 3.250205 -0.41 -0.25 0.25
H -1.098114 3.600698 -1.982431 -0.37 0.12 -0.32
H -0.925181 3.081407 -3.440421 -0.14 0.16 -0.03
O -0.708729 2.908836 -2.520984 0.13 -0.17 0.28
H 3.569395 -2.957916 -1.340836 -0.46 -0.56 -0.26
H 2.857676 -2.627423 -2.747532 -0.19 -0.74 0.39
O 3.545846 -2.398399 -2.117230 0.73 1.06 -0.22
H -0.169334 3.705372 0.020931 -0.28 0.28 0.06
H 1.263396 3.211168 -0.072055 -0.53 -0.45 -0.14
O 0.445942 3.119953 0.457505 0.63 0.37 0.23
H -2.162765 -2.564238 -0.086788 -0.33 -0.01 0.81
H -2.526644 -3.884929 0.771631 -0.15 0.64 0.26
O -2.175860 -3.529641 -0.043676 0.50 -0.47 -0.95
```
Forces are in eV/Å.

The HOMO-LUMO gap is 8.71 eV. The relative energy (zero: lowest compared OMol25 entry of this formula, charge and spin) is 53.7 kcal/mol. For the lowest unoccupied orbital energy, the calculation gives -0.116 eV.